{"formula": "CH3N4", "method": "ωB97M-V/def2-TZVPD", "charge": 1, "lumo_energy_ev": -4.89, "mol_weight_g_mol": 71.06, "e_above_lowest_kcal_mol": 3.7, "symbols": ["C", "N", "N", "N", "N", "H", "H", "H"], "positions_angstrom": [[-0.1886, -0.6413, 0.0874], [-4.3062, 1.1047, -0.1284], [-3.2870, 0.7359, -0.2386], [-0.5034, -1.7897, 0.0399], [0.4034, 0.4589, 0.1880], [-1.3739, -2.2272, -0.1901], [0.6005, 1.1682, -0.4896], [0.2717, 1.0063, 1.0712]], "atomic_forces_ev_per_a": [[-0.7, -3.5, -0.7], [0.1, 0.0, 0.0], [0.0, 0.0, 0.0], [0.9, 2.8, 0.0], [-0.1, 2.6, 2.5], [-0.6, -0.4, 0.0], [0.2, -0.4, -1.5], [0.1, -1.1, -0.4]], "lowdin_charge": [-0.144, 0.052, -0.010, 0.349, 0.258, 0.137, 0.162, 0.196]}